(1)
A molecular structure, C60H68ClN3O8PbS2, computed with the ωB97M-V functional and the def2-TZVPD basis.

Geometry (Å):
C 0.8271 -2.8994 -2.1678
H 0.4857 -3.6543 -2.8803
H -0.6633 -2.3462 3.7424
C -3.2511 0.8088 -3.7313
H 8.8399 -6.4438 -3.3052
N 2.5823 -1.6381 0.5943
H -3.1892 4.2751 -5.8744
H -2.9775 0.0772 -8.5005
H -2.9701 4.3553 -8.2949
H -2.1273 3.5778 -0.0749
C 1.4848 5.5891 2.0883
H 8.8001 -3.5047 3.3734
H 6.0690 -1.1449 3.4899
C 7.6024 -2.7408 -3.0849
C 2.0012 1.6613 1.2021
O -0.1510 -2.2436 1.7255
C 8.7818 -4.6711 -2.1183
C -4.4913 5.6565 -2.3008
C 7.9892 -1.3834 -0.2067
H -0.6122 -4.7100 -0.4901
C 7.3098 -3.4740 -4.1914
C -3.0243 0.9965 -7.9306
H -0.3318 0.0354 4.1672
C -7.3338 3.5629 -4.6473
C -0.8168 -3.3881 1.1675
C -4.1678 -0.7612 -1.5204
H 9.1304 -3.2324 -0.0784
H -7.4586 -4.1784 -1.0668
H -0.9810 4.4736 1.9165
H -6.0224 -5.0868 -0.5831
C -0.4874 4.0330 -1.3958
H -3.9228 -4.1055 -1.1335
C -0.4778 4.4873 0.9570
N 3.9956 -2.8080 1.8871
H 2.6722 0.8162 1.3811
H -6.8852 -4.0816 0.5859
C 8.4970 -5.4220 -3.2143
H 1.2738 1.8714 3.2040
C -5.7108 -2.9654 -0.8153
N 4.5992 -2.4720 0.7309
C 0.9695 -1.5677 -2.8899
O 6.1686 -0.5368 1.0695
C 0.8640 1.7099 2.2060
H 2.0643 -2.4161 2.5402
C 6.6896 -2.0392 3.4492
S -1.2398 3.4486 -2.8613
H 7.4329 -0.8200 -0.9607
C -3.2301 2.1043 -5.7603
C 3.7455 -1.7993 -0.0390
H 9.7396 -2.0742 -1.2141
H 6.7844 -3.0438 -5.0327
C -6.0914 3.0239 -4.4643
C -6.7320 5.4812 -3.2989
C -3.2364 5.1774 -2.1403
H -2.5043 5.7267 -1.5648
C -3.5804 -2.0224 -1.4805
C 6.9973 -1.6932 0.9521
H 2.5183 0.7801 -3.2177
H 2.4644 5.3841 -0.4465
H 0.9368 -4.0928 0.1259
H 7.2014 -2.1380 4.4062
H 2.6962 2.4676 -1.5126
Pb 0.0685 -0.5319 -0.0556
H -6.9947 6.4185 -2.8254
C -3.1569 3.3509 -6.4375
C 0.8208 4.5003 -1.4923
H 6.1035 -3.6806 1.2884
C 7.7529 -4.8294 -4.2711
H -0.0051 -1.1786 -3.2063
H 9.4930 -3.1700 1.8140
H 6.0300 -2.8990 3.3459
O 1.4531 1.5524 -0.1323
C -3.0334 3.3983 -7.7948
H 1.3195 4.5182 -2.4546
H -1.8697 -3.1558 0.9745
C 6.0089 -2.8573 0.5896
H -3.0590 -1.2470 -6.4250
C -6.5581 -4.1490 -0.4531
O 1.6160 -0.6438 -1.9989
H 9.6117 -0.8288 2.0719
C 0.8195 5.0055 0.8738
O -3.8933 1.8092 -1.3956
C -2.9899 2.2078 -8.5562
C 0.1036 -0.4092 3.2698
H 6.1888 -3.2392 -0.4167
C 8.3446 -3.3134 -2.0091
C 1.8116 0.7244 -2.3861
C 1.4617 4.9821 -0.3629
H -7.3011 -1.5515 -0.5549
C 8.5448 -3.2634 2.3414
H 9.3710 -5.0979 -1.3166
C 8.6979 -0.8084 2.6656
C -0.7121 -1.6414 2.9091
H -8.6340 5.2376 -4.2472
H -2.5259 -2.1445 -1.6961
O -0.1220 -2.7840 -1.0959
C -3.0897 -0.3323 -5.8462
C 2.8013 -2.2994 1.7691
C -3.1165 0.9163 -6.5200
H -5.9406 0.4091 -1.2013
C -0.0997 -3.8279 -0.0995
C -5.4534 4.9598 -3.1060
C -6.2618 -1.6834 -0.8285
H -3.1018 -1.3410 -3.9825
H 1.5891 -1.7258 -3.7758
C -3.7783 3.2567 -3.6033
C -4.3598 -3.1137 -1.1378
H 8.7232 -0.6942 0.2007
H 3.3030 0.9348 -0.8446
C -7.6537 4.8107 -4.0826
C -1.1352 4.0052 -0.1589
C 2.4115 1.4612 -1.1973
H 8.0019 -4.1263 1.9485
H -1.7584 -1.3744 2.7321
S -3.2481 0.6575 -1.9642
H -0.7689 -4.2218 1.8727
H 2.5372 5.8037 1.9162
Cl 7.4192 -5.7177 -5.6344
H -5.8743 2.0404 -4.8613
H 0.9932 6.5224 2.3687
H 0.8603 1.1734 -2.6944
H 7.3160 -1.6985 -3.0415
H 1.3913 4.9232 2.9472
H 3.9927 -1.4261 -1.0188
H 8.2481 0.1842 2.5702
H 9.0053 -0.9018 3.7068
C -5.5081 -0.5818 -1.1894
C -3.1152 -0.3841 -4.4848
H 1.7962 -3.2086 -1.7661
C -3.3688 2.0294 -4.3371
O -1.8507 0.4096 -1.5849
H 1.1448 -0.6673 3.4741
H 2.5668 2.5919 1.2948
H -8.0787 3.0239 -5.2159
C -5.0917 3.7337 -3.7360
C 8.8054 -2.5312 -0.8405
H -2.9180 2.2632 -9.6337
H 6.7029 0.1786 1.4365
H 0.2046 2.5444 1.9591
O 0.0289 0.5291 2.1832
C -2.8632 3.9788 -2.8075
H -4.7747 6.5973 -1.8458
C 7.7360 -1.9576 2.3267

Output
- max |F| (hartree/bohr) = 0.01677
- energy relative to the best compared isomer or geometry (same formula, charge and spin) (kcal per mole) = 0.00
- energy (a.u.) = -4541.44515
- total charge = +4
- M (g/mol) = 1266.0

---

(2)
C6H11NSi in the gas phase in a non-equilibrium geometry, computed with the ωB97M-V functional and the def2-TZVPD basis.

Geometry (Å):
H 1.9341 1.5239 0.7719
H -0.7763 1.2804 -2.5110
H -2.7979 0.4856 -1.4324
Si -0.3608 -1.2790 1.9119
C -0.8010 0.5207 -0.5479
H 0.7858 -1.2124 2.8244
N 1.1393 0.8405 -2.0410
H 1.4240 -0.9366 -1.2114
H 2.3305 -0.0685 1.1494
H -2.5064 -0.7060 -0.0083
H -2.5320 1.0453 0.2857
C 1.8403 0.0714 -0.9926
H 2.8905 0.1732 -1.2968
C 0.2984 0.0068 0.8150
H -0.6068 -2.5773 1.3772
C -0.1401 0.9967 -1.7393
C -2.2363 0.3102 -0.3889
C 1.6879 0.4655 0.4886
H -1.5733 -0.9405 2.5456

Output
- max |F| (hartree/bohr) = 0.14074
- SMILES = CC1=C([SiH3])CCN=C1
- energy relative to the best compared isomer or geometry (same formula, charge and spin) (kcal per mole) = 107.89
- energy (a.u.) = -579.27703
- M (g/mol) = 125.2

---

(3)
A molecular structure, C12H10AsMnN5O6S in a non-equilibrium geometry, computed with the ωB97M-V functional and the def2-TZVPD basis.

Geometry (Å):
C -4.6729 -4.1802 1.3972
C -2.3191 -4.6250 1.1498
C -1.0333 2.6679 0.1813
C -4.4246 -2.8143 1.4458
As -2.9707 -0.4165 1.2497
H -5.6909 -4.5385 1.4641
C -0.7742 4.0290 0.0712
H 4.9662 -0.0758 -0.0305
C -3.6262 -5.0790 1.2576
H -1.4869 -5.3092 1.0534
C -2.0739 -3.2633 1.1817
S -0.3977 -2.7161 1.0247
N 1.8513 -0.0595 0.2168
O -0.2612 -1.5532 1.9445
C 2.9700 -0.7520 0.1593
N -0.0304 1.7905 0.2007
N 3.9773 0.1101 0.0312
C 2.2541 1.2513 0.1170
H -1.5837 4.7458 0.0346
O -4.3950 0.3316 1.2550
H -3.8249 -6.1416 1.2375
N 3.5448 1.3796 0.0025
Mn -0.2288 -0.2319 0.3354
O 0.4942 -3.8013 1.2447
H -5.2248 -2.0937 1.5593
N 0.4605 4.5073 0.0027
H 3.0642 -1.8259 0.2025
O -0.2287 -2.0648 -0.3258
H -2.4768 0.7479 3.1762
H 2.4760 4.0161 -0.0065
C 1.4606 3.6415 0.0358
H -2.0424 2.2874 0.2490
C 1.2254 2.2769 0.1242
C -3.1207 -2.3538 1.3468
O -1.9527 0.4212 2.4328
O -1.9526 -0.0963 -0.1000

Output
- max |F| (hartree/bohr) = 0.02803
- ⟨S²⟩ = 6.044
- energy relative to the best compared isomer or geometry (same formula, charge and spin) (kcal per mole) = 6.28
- energy (a.u.) = -4973.30503
- multiplicity = 5
- total charge = +1
- M (g/mol) = 482.2